C5H10BNO10S2 | ωB97M-V/def2-TZVPD

Element x y z (Å)
O: -1.181 -3.014 0.927
C: -1.002 -1.892 0.895
O: -2.064 -0.994 1.073
C: 0.385 -1.299 0.637
C: 0.484 -0.945 -0.899
C: 1.149 0.446 -1.079
N: 0.184 1.502 -1.519
S: -0.784 2.036 -0.196
C: 1.000 2.582 -2.025
O: 1.013 2.813 -3.162
O: 1.759 3.229 -1.083
B: 1.534 4.601 -0.983
O: 2.010 5.226 0.172
O: 0.917 5.382 -1.937
H: -2.356 -0.632 0.228
H: 1.114 -2.063 0.911
H: 0.567 -0.420 1.264
H: 1.174 -1.686 -1.308
H: -0.498 -0.990 -1.372
H: 1.889 0.352 -1.887
H: 1.677 0.750 -0.166
H: -2.042 2.140 -0.711
H: 2.970 5.104 0.139
H: 1.496 5.467 -2.704
O: -1.689 -5.947 1.647
S: -2.279 -5.538 2.955
O: -2.651 -6.757 3.736
O: -3.498 -4.710 2.719
O: -1.276 -4.742 3.728

Computed properties:
strongest force on any atom: 0.091 Eh/bohr
energy relative to the best compared isomer or geometry (same formula, charge and spin): 0.7700 eV
E_tot: -49659.7281 eV
HOMO: 0.042 hartree
total charge: -2